# 1
{
  "formula": "C30H38BrCuF2N3Si3",
  "method": "ωB97M-V/def2-TZVPD",
  "species": ["Cu", "F", "C", "C", "C", "C", "C", "F", "C", "C", "C", "C", "C", "C", "N", "H", "H", "H", "H", "H", "H", "C", "Si", "C", "C", "C", "Si", "C", "C", "C", "Si", "C", "C", "C", "C", "C", "C", "C", "N", "H", "H", "H", "H", "H", "H", "H", "H", "H", "H", "H", "H", "H", "H", "H", "H", "H", "H", "H", "H", "H", "H", "H", "H", "H", "H", "H", "H", "Br", "C", "C", "C", "C", "C", "N", "H", "H", "H", "H"],
  "xyz": [[-0.0918, -0.1250, 0.0635], [-3.5299, 3.9579, -1.3917], [-3.3401, 2.6751, -1.0087], [-2.0672, 2.2353, -0.6948], [-1.8472, 0.9338, -0.2509], [-2.9751, 0.0875, -0.1442], [-4.2333, 0.5446, -0.5402], [-5.3206, -0.2686, -0.5541], [-4.4383, 1.8348, -0.9766], [-2.7178, -1.2306, 0.4202], [-3.7166, -2.0838, 0.8951], [-3.3722, -3.3048, 1.4428], [-2.0303, -3.6455, 1.5081], [-1.0962, -2.7460, 1.0238], [-1.4232, -1.5777, 0.5053], [-1.2528, 2.9373, -0.7866], [-5.4177, 2.1643, -1.2804], [-4.7508, -1.7955, 0.8329], [-4.1321, -3.9804, 1.8108], [-1.7161, -4.5906, 1.9169], [-0.0448, -2.9638, 1.0282], [2.7420, -1.2643, -2.4824], [2.3681, -2.2134, -0.8586], [1.0018, -3.4467, -1.3996], [3.8974, -3.3111, -0.4871], [1.8699, -1.0771, 0.6171], [2.0506, -1.9306, 2.3354], [1.6718, -3.8114, 2.5066], [3.8488, -1.8925, 2.9966], [0.9001, -1.0744, 3.6041], [2.9119, 0.5266, 0.6332], [2.8484, 1.6451, 2.1810], [4.7745, 0.3823, 0.2194], [2.0724, 1.5165, -0.7694], [2.6388, 2.6105, -1.4122], [2.0325, 3.1514, -2.5311], [0.8784, 2.5471, -3.0080], [0.3583, 1.4764, -2.3035], [0.9269, 0.9988, -1.2051], [3.3636, -1.8601, -3.1446], [3.2518, -0.3230, -2.3148], [1.8222, -1.0423, -3.0137], [1.2699, -3.9085, -2.3457], [0.0498, -2.9468, -1.5437], [0.8500, -4.2518, -0.6895], [4.1382, -3.9318, -1.3460], [3.7100, -3.9747, 0.3506], [4.7773, -2.7227, -0.2492], [1.7337, -4.3409, 1.5646], [0.6885, -3.9968, 2.9301], [2.3979, -4.2693, 3.1719], [4.4985, -2.4384, 2.3206], [3.9095, -2.3804, 3.9653], [4.2598, -0.8972, 3.1056], [-0.1391, -1.1593, 3.3014], [1.1209, -0.0188, 3.6954], [0.9961, -1.5160, 4.5911], [3.3301, 1.1736, 3.0302], [1.8261, 1.8651, 2.4652], [3.3516, 2.5913, 1.9992], [5.2652, -0.2694, 0.9337], [5.2763, 1.3448, 0.2637], [4.9454, -0.0323, -0.7673], [3.5540, 3.0291, -1.0263], [2.4534, 4.0064, -3.0393], [0.3913, 2.9042, -3.9026], [-0.5442, 0.9805, -2.6325], [0.3348, 4.1892, 1.1983], [-0.4564, 3.1880, 2.6005], [-0.1356, 3.4893, 3.9153], [-0.7199, 2.7034, 4.8928], [-1.5813, 1.6803, 4.5171], [-1.8319, 1.4901, 3.1675], [-1.2723, 2.2332, 2.2296], [0.5425, 4.2927, 4.1531], [-0.4912, 2.8833, 5.9323], [-2.0451, 1.0477, 5.2565], [-2.4964, 0.7147, 2.8097]],
  "e_tot_ha": -6613.020044,
  "e_homo_ev": [-7.43, -7.77],
  "homo_lumo_gap_ev": [7.7, 7.6],
  "e_lumo_ha": [0.008, -0.006],
  "multiplicity": 2
}

# 2
{
  "formula": "C2H2HgMgO2",
  "method": "ωB97M-V/def2-TZVPD",
  "species": ["C", "C", "O", "O", "H", "Mg", "Hg", "H"],
  "xyz": [[-1.2713, -0.6819, 0.3347], [-0.1373, -1.4736, -0.0562], [1.1034, -1.0518, 0.3298], [-1.1407, 0.5865, 0.5653], [-0.9174, -1.0428, -1.0846], [2.3725, -2.0936, 1.5989], [0.9313, 0.5036, 1.7661], [-0.3546, -2.5582, 0.0381]],
  "e_tot_ha": -581.208238,
  "e_homo_ev": [-6.75, -7.40],
  "homo_lumo_gap_ev": [6.6, 5.3],
  "e_above_lowest_kcal_mol": 44.58,
  "e_lumo_ha": [-0.005, -0.076],
  "multiplicity": 3
}